14
Properties=species:S:1:pos:R:3:mulliken_charge:R:1 method="wB97M-V/def2-TZVPD" e_lumo_ev=0.921 orbital_gap_ev=10.651 energy_ev=-8830.3507 relative_energy_kj_mol=564.6 spin_multiplicity=1
O -1.829 -1.693 -0.034 -0.607
C -0.879 -0.964 -0.147 0.095
C -0.571 0.429 -0.636 -0.018
C -0.298 0.728 0.872 -0.313
C 0.981 1.419 0.464 -0.368
N 0.945 0.256 -0.523 -0.505
C 0.398 -0.642 0.588 -0.019
H -0.549 -2.223 -1.509 -0.071
H 0.084 -1.888 -1.714 0.069
H -1.008 1.083 -1.390 0.428
H -1.056 0.915 1.636 0.396
H 0.894 2.405 -0.005 0.241
H 1.821 1.389 1.165 0.242
H 1.067 -1.212 1.231 0.428

=====

14
Properties=species:S:1:pos:R:3:mulliken_charge:R:1 method="wB97M-V/def2-TZVPD" e_lumo_ev=-0.299 orbital_gap_ev=8.892 energy_ev=-8828.8655 relative_energy_kj_mol=707.9 spin_multiplicity=1
C 3.913 0.002 -0.392 -0.184
C -0.153 0.957 0.313 -0.370
C -0.986 -0.237 0.521 0.404
C 0.916 -0.023 0.165 0.450
C -1.894 -0.576 -0.649 -1.214
N 2.223 0.011 -0.098 -0.443
O 0.125 -1.119 0.501 -0.389
H 4.299 0.115 0.681 0.135
H -0.414 1.743 -0.455 0.250
H -0.035 1.420 1.257 0.217
H -1.612 -0.344 1.402 0.305
H -2.481 -1.508 -0.796 0.310
H -1.145 -0.597 -1.491 0.264
H -2.755 0.155 -0.961 0.265

=====

14
Properties=species:S:1:pos:R:3:mulliken_charge:R:1 method="wB97M-V/def2-TZVPD" e_lumo_ev=0.910 orbital_gap_ev=8.910 energy_ev=-8832.1394 relative_energy_kj_mol=392.1 spin_multiplicity=1
C -1.797 0.338 -0.082 -0.698
C -0.959 1.335 -0.338 -0.079
C 0.424 1.465 0.241 -0.454
O 0.848 0.297 0.931 -0.378
C 1.398 -0.646 0.117 -0.189
N 1.010 -1.844 0.149 0.052
C 0.745 -3.049 0.338 -0.298
H -1.530 -0.471 0.592 0.241
H -2.783 0.303 -0.538 0.266
H -1.253 2.145 -1.006 0.300
H 0.463 2.279 0.973 0.307
H 1.141 1.714 -0.557 0.330
H 2.199 -0.334 -0.551 0.411
H -0.041 -3.386 -0.360 0.189

=====

14
Properties=species:S:1:pos:R:3:mulliken_charge:R:1 method="wB97M-V/def2-TZVPD" e_lumo_ev=0.444 orbital_gap_ev=10.915 energy_ev=-8835.1138 relative_energy_kj_mol=105.1 spin_multiplicity=1
C -0.938 0.316 -1.346 -1.369
C 0.199 0.481 -0.329 0.583
C 0.405 -0.692 0.656 -0.672
C -0.463 -0.640 1.884 -0.087
O -0.125 0.105 2.776 -0.455
C 1.466 0.708 -1.046 0.029
N 2.461 0.882 -1.609 -0.442
H -0.982 1.191 -2.003 0.376
H -1.902 0.221 -0.838 0.359
H -0.783 -0.566 -1.975 0.341
H 0.019 1.378 0.275 0.249
H 0.367 -1.656 0.124 0.360
H 1.334 -0.464 1.205 0.349
H -1.339 -1.296 2.016 0.380

=====

14
Properties=species:S:1:pos:R:3:mulliken_charge:R:1 method="wB97M-V/def2-TZVPD" e_lumo_ev=0.629 orbital_gap_ev=9.676 energy_ev=-8832.7930 relative_energy_kj_mol=329.0 spin_multiplicity=1
O 2.737 -1.443 0.346 -0.482
C 2.351 -0.168 0.617 -0.109
C 1.164 0.320 0.322 -0.420
C 0.234 0.855 -0.439 -0.141
C -1.250 0.893 -0.295 0.048
C -1.939 -0.421 -0.409 -0.429
N -1.905 0.302 0.855 -0.615
H 1.992 -1.873 -0.093 0.306
H 3.142 0.359 1.138 0.323
H 0.600 1.279 -1.376 0.352
H -1.764 1.766 -0.692 0.382
H -1.264 -1.260 -0.550 0.206
H -2.914 -0.526 -0.881 0.262
H -1.184 -0.081 1.459 0.317

=====

14
Properties=species:S:1:pos:R:3:mulliken_charge:R:1 method="wB97M-V/def2-TZVPD" e_lumo_ev=1.009 orbital_gap_ev=9.855 energy_ev=-8832.1099 relative_energy_kj_mol=394.9 spin_multiplicity=1
C -0.210 1.353 1.967 -0.745
N -0.779 0.210 1.281 -0.575
C -0.025 -0.446 0.511 0.537
O 1.188 0.027 -0.016 -0.418
C 0.367 0.022 -1.196 -0.038
C 0.502 -1.301 -1.821 -0.501
C -0.476 -1.198 -0.673 -0.235
H -0.797 2.259 1.762 0.250
H -0.286 1.150 3.035 0.291
H 0.837 1.562 1.707 0.284
H -0.257 0.919 -1.220 0.390
H 1.466 -1.792 -1.712 0.246
H 0.009 -1.467 -2.776 0.238
H -1.540 -1.299 -0.848 0.277

=====

14
Properties=species:S:1:pos:R:3:mulliken_charge:R:1 method="wB97M-V/def2-TZVPD" e_lumo_ev=0.221 orbital_gap_ev=7.389 energy_ev=-8832.6341 relative_energy_kj_mol=344.3 spin_multiplicity=1
C 0.416 1.741 -0.636 -0.943
N -0.103 0.492 -0.129 0.104
C -1.481 0.287 0.343 -0.347
C -1.736 -0.970 0.749 -0.953
C -0.379 -1.629 0.575 -0.365
C 0.554 -0.616 0.001 0.557
O 1.839 -0.703 -0.353 -0.509
H 1.429 1.631 -1.008 0.322
H 0.413 2.490 0.149 0.333
H -0.217 2.094 -1.444 0.339
H -2.109 1.169 0.276 0.351
H -0.143 -1.855 1.614 0.305
H -0.366 -2.585 0.056 0.459
H 2.148 -1.605 -0.189 0.347

=====

14
Properties=species:S:1:pos:R:3:mulliken_charge:R:1 method="wB97M-V/def2-TZVPD" e_lumo_ev=0.987 orbital_gap_ev=10.290 energy_ev=-8833.9533 relative_energy_kj_mol=217.0 spin_multiplicity=1
N 1.440 -1.895 -0.358 -0.726
C 0.943 -0.737 -0.247 0.260
O 1.364 0.392 -0.921 -0.390
C 0.391 1.450 -0.806 -0.477
C -0.892 0.784 -0.324 -0.132
C -1.096 -0.515 -1.021 -0.650
C -0.376 -0.437 0.338 -0.187
H 2.337 -1.858 -0.828 0.270
H 0.282 1.919 -1.787 0.283
H 0.761 2.187 -0.082 0.304
H -1.753 1.361 -0.012 0.417
H -0.555 -0.583 -1.965 0.202
H -1.869 -1.249 -0.903 0.347
H -0.904 -0.884 1.180 0.478